1.
The following is a quantum chemistry calculation of a cluster of 2 separate species, C4H10O in total, from the Open Molecules 2025 dataset.

## Properties
- F_max: 0.36 eV Å⁻¹
- E_HOMO: -8.910 eV
- M: 74.1 g mol⁻¹
- Energy: -6356.9346 eV
- SMILES: C=C(C)O.C

```
! RIJCOSX wB97M-V def2-TZVPD def2/J DEFGRID3
* xyz 0 1
C 0.57 1.49 1.39
C 0.51 0.07 0.92
C 1.47 -0.55 0.23
C -1.31 -0.62 -1.77
O -0.68 -0.51 1.25
H 1.37 2.03 0.88
H -0.39 1.98 1.20
H 0.76 1.53 2.47
H 2.37 -0.03 -0.07
H 1.37 -1.59 -0.08
H -0.41 -0.24 -1.28
H -1.21 -0.44 -2.84
H -1.41 -1.70 -1.60
H -2.20 -0.11 -1.39
H -0.80 -1.30 0.70
*
```

---

2.
The following is a quantum chemistry calculation of a structure of composition C4H10O, from the Open Molecules 2025 dataset.

## Properties
- F_max: 0.49 eV Å⁻¹
- E_HOMO: -7.986 eV
- M: 74.1 g mol⁻¹
- Energy: -6354.4537 eV

```
! RIJCOSX wB97M-V def2-TZVPD def2/J DEFGRID3
* xyz 0 1
C -0.50 -1.41 -0.45
C -0.22 0.02 -0.04
C -1.39 0.74 0.60
C 0.73 0.77 -0.77
O 2.03 0.73 0.58
H -0.79 -2.03 0.41
H 0.38 -1.89 -0.91
H -1.32 -1.47 -1.18
H 0.96 0.13 0.78
H -2.25 0.82 -0.08
H -1.74 0.22 1.50
H -1.12 1.76 0.91
H 0.67 1.85 -0.81
H 1.30 0.31 -1.57
H 2.73 0.09 0.36
*
```

---

3.
The following is a quantum chemistry calculation of an isolated molecule of C4H10O2, from the Open Molecules 2025 dataset.

## Properties
- F_max: 0.53 eV Å⁻¹
- E_HOMO: -6.912 eV
- M: 90.1 g mol⁻¹
- Energy: -8400.8696 eV

```
! RIJCOSX wB97M-V def2-TZVPD def2/J DEFGRID3
* xyz 0 1
O 0.43 -0.64 -1.10
C 2.05 -0.41 -0.83
C -0.08 0.71 -0.98
C -0.13 1.19 0.46
C -0.97 0.29 1.34
O -0.37 -1.01 1.38
H 0.09 -1.15 -0.33
H 2.26 -1.35 -0.30
H 2.35 -0.58 -1.88
H -1.07 0.71 -1.44
H 0.61 1.33 -1.56
H -0.59 2.19 0.46
H 0.89 1.27 0.85
H -1.99 0.22 0.93
H -1.04 0.70 2.36
H -0.94 -1.60 1.87
*
```

---

4.
The following is a quantum chemistry calculation of an isolated molecule of C4H10O2 at a distorted geometry, from the Open Molecules 2025 dataset.

## Properties
- F_max: 1.13 eV Å⁻¹
- E_HOMO: -10.255 eV
- M: 90.1 g mol⁻¹
- Energy: -8404.6769 eV
- SMILES: C[C@@H](O)CCO

```
! RIJCOSX wB97M-V def2-TZVPD def2/J DEFGRID3
* xyz 0 1
C -0.86 1.33 -0.58
O -1.87 2.19 0.03
C -0.34 0.39 0.48
C 0.64 -0.63 -0.12
C 1.24 -1.51 0.95
O -0.09 -1.42 -1.06
H -1.31 0.79 -1.42
H -0.07 1.98 -0.98
H -2.33 2.58 -0.72
H 0.14 1.04 1.22
H -1.12 -0.23 0.93
H 1.43 -0.09 -0.64
H 1.70 -2.42 0.58
H 2.00 -0.92 1.49
H 0.52 -1.76 1.74
H 0.34 -1.33 -1.91
*
```

---

5.
The following is a quantum chemistry calculation of an isolated molecule of C4H10O2, from the Open Molecules 2025 dataset.

## Properties
- F_max: 0.35 eV Å⁻¹
- E_HOMO: -9.812 eV
- M: 90.1 g mol⁻¹
- Energy: -8404.5207 eV
- SMILES: COC[C@@H](C)O

```
! RIJCOSX wB97M-V def2-TZVPD def2/J DEFGRID3
* xyz 0 1
C 2.27 -0.24 -0.17
O 1.19 -1.03 -0.63
C 0.02 -0.28 -0.92
C -0.69 0.12 0.38
C -1.95 0.93 0.14
O -1.04 -1.06 1.08
H 3.13 -0.90 -0.04
H 2.54 0.52 -0.92
H 2.06 0.27 0.78
H -0.64 -0.93 -1.51
H 0.26 0.61 -1.52
H 0.00 0.73 0.98
H -2.38 1.24 1.10
H -2.70 0.35 -0.40
H -1.72 1.84 -0.43
H -0.29 -1.66 0.99
*
```

---

6.
The following is a quantum chemistry calculation of a cluster of 3 separate species, C4H10O2 in total at a distorted geometry, from the Open Molecules 2025 dataset.

## Properties
- F_max: 2.03 eV Å⁻¹
- E_HOMO: -8.981 eV
- M: 90.1 g mol⁻¹
- Energy: -8403.0962 eV
- SMILES: C=CC=C.O.O

```
! RIJCOSX wB97M-V def2-TZVPD def2/J DEFGRID3
* xyz 0 1
C 2.76 -0.51 -0.51
C 1.46 -0.80 -0.28
C 1.00 -2.19 -0.03
C -0.17 -2.71 -0.42
H 3.53 -1.24 -0.67
H 2.99 0.51 -0.28
H 0.69 -0.07 -0.51
H 1.73 -2.90 0.35
H -0.52 -3.67 -0.07
H -0.85 -2.04 -0.94
H -1.72 4.51 2.44
H -1.19 3.43 1.42
O -1.88 3.63 2.06
H -2.26 0.80 -1.32
H -3.10 1.57 -0.26
O -2.48 1.67 -1.00
*
```